# 1
ORCA calculation (the ωB97M-V functional and the def2-TZVPD basis) on 12 unconnected molecules or ions with the total composition C48H51Cl6N9 in a non-equilibrium geometry.

```
114
Properties=species:S:1:pos:R:3:forces:R:3:lowdin_charge:R:1
C 1.9402 -3.9224 -5.0290 -0.171 -0.824 0.205 -0.080
C 0.9455 -4.6695 -5.6306 -0.483 -0.203 -0.324 -0.086
C -0.3563 -4.6240 -5.1415 0.558 0.130 0.013 -0.160
N -0.6942 -3.9168 -4.0694 -0.152 0.186 -0.371 0.059
C 0.2675 -3.1976 -3.4808 -0.481 -0.647 -0.160 -0.146
C 1.5939 -3.2029 -3.8972 0.016 0.410 0.415 -0.064
H 2.9479 -4.0686 -5.3954 0.138 0.446 0.198 0.105
H 1.1394 -5.3393 -6.4598 0.179 0.197 -0.087 0.098
H -1.1194 -5.1902 -5.6626 -0.195 -0.025 0.244 0.100
H -0.1094 -2.6642 -2.6176 0.500 0.126 0.149 0.076
H 2.3198 -2.6884 -3.2796 0.105 0.149 -0.242 0.097
C -3.5097 -6.3545 -0.3106 -0.146 0.861 0.819 -0.076
C -2.2156 -6.7556 -0.5951 -0.353 -0.396 -0.116 -0.070
C -1.1990 -5.8104 -0.5412 0.088 0.508 0.325 -0.150
N -1.3901 -4.5438 -0.1564 -0.162 -0.261 0.010 0.048
C -2.6223 -4.2066 0.2198 0.132 0.637 -0.179 -0.165
C -3.7001 -5.0571 0.1608 -0.349 -0.439 -0.562 -0.075
H -4.3948 -6.9754 -0.3484 0.296 -0.427 -0.203 0.103
H -2.0583 -7.8007 -0.8278 0.379 0.117 -0.254 0.100
H -0.1625 -6.0139 -0.7782 -0.065 -0.449 -0.157 0.104
H -2.7797 -3.1742 0.5223 0.190 -0.024 0.049 0.092
H -4.6958 -4.6988 0.3879 0.053 0.012 0.145 0.101
C -0.3816 4.4829 0.8324 0.090 0.212 -0.020 -0.082
C -0.8807 3.5699 -0.0679 0.463 -0.637 -0.603 -0.066
C -0.7757 3.8509 -1.4279 -0.386 0.183 0.028 -0.149
N -0.2886 4.9886 -1.9014 0.057 0.394 -0.260 0.056
C 0.0940 5.9185 -1.0249 -0.178 -0.194 0.363 -0.159
C 0.0501 5.7183 0.3481 0.336 -0.342 0.216 -0.077
H -0.2718 4.2055 1.8745 -0.235 0.231 0.086 0.103
H -1.1843 2.5678 0.2049 -0.203 0.141 0.229 0.084
H -1.1147 3.1376 -2.1711 0.080 -0.122 0.096 0.084
H 0.4647 6.8559 -1.4235 0.008 -0.029 -0.090 0.099
H 0.4437 6.4561 1.0350 -0.050 0.112 -0.088 0.097
C 0.7142 0.6612 0.8746 -0.001 -0.538 0.263 -0.113
C -0.3357 0.5063 1.7635 0.117 -0.419 0.236 -0.133
C -1.4592 -0.1903 1.3480 -0.217 1.113 -0.340 -0.155
N -1.6439 -0.5817 0.0857 -0.094 -0.823 -0.140 0.067
C -0.6154 -0.4855 -0.7553 0.327 0.568 0.300 -0.142
C 0.5854 0.1034 -0.3834 0.411 0.498 -0.059 -0.070
H 1.6454 1.1100 1.2006 -0.042 0.168 -0.078 0.091
H -0.2625 0.8460 2.7856 -0.054 0.046 -0.068 -0.006
H -2.3077 -0.2597 2.0211 -0.028 -0.291 -0.033 0.100
H -0.7025 -0.8116 -1.7830 -0.482 -0.114 0.041 0.087
H 1.3995 0.2186 -1.0864 -0.157 -0.199 -0.197 0.079
C 5.1494 0.3151 -1.9078 0.296 0.026 0.911 -0.078
C 6.1391 -0.5579 -2.3229 0.012 -0.175 -0.545 -0.075
C 6.1618 -1.8449 -1.7981 0.222 0.591 0.862 -0.151
N 5.3882 -2.2064 -0.7752 -0.178 -0.613 -0.106 0.056
C 4.4848 -1.3487 -0.3250 -0.610 0.681 -0.144 -0.152
C 4.3082 -0.0840 -0.8714 0.369 0.372 -0.781 -0.072
H 5.1197 1.3488 -2.2284 -0.037 -0.096 -0.330 0.098
H 6.8941 -0.2529 -3.0368 -0.124 -0.055 -0.124 0.100
H 6.9237 -2.5615 -2.0790 -0.061 -0.024 -0.217 0.102
H 3.8278 -1.6277 0.4923 0.248 -0.347 0.105 0.069
H 3.5844 0.6494 -0.5409 -0.161 -0.330 0.383 0.074
C 3.4193 3.6758 2.2465 -0.471 -0.225 0.115 -0.096
C 4.3089 4.3535 3.0654 0.159 0.077 -0.483 -0.070
C 5.5077 4.7654 2.4893 -0.399 -0.072 0.225 -0.151
N 5.8142 4.5601 1.2123 0.356 0.491 -0.148 0.056
C 4.8896 4.0451 0.4138 -0.639 0.000 0.230 -0.151
C 3.6681 3.5743 0.8902 0.329 0.301 -0.217 -0.075
H 2.5128 3.2283 2.6374 -0.153 0.294 0.120 0.071
H 4.0480 4.6463 4.0730 0.130 -0.295 0.133 0.102
H 6.2148 5.3216 3.0935 0.214 -0.106 -0.098 0.103
H 5.0715 4.0743 -0.6550 0.272 -0.196 0.031 0.102
H 2.8961 3.2527 0.2011 0.079 -0.292 0.051 0.095
C -3.9254 -3.5877 6.3867 -0.951 0.521 0.466 -0.073
C -3.0986 -2.8829 5.5345 0.994 -0.724 0.059 -0.065
C -3.1589 -1.4998 5.4914 -0.760 -0.413 -0.055 -0.161
N -4.0577 -0.8235 6.1955 -0.146 0.579 -0.121 0.039
C -4.8937 -1.4822 7.0015 0.758 0.049 -0.458 -0.144
C -4.8366 -2.8610 7.1475 -0.424 0.219 0.028 -0.074
H -3.9926 -4.6633 6.4734 0.535 -0.067 -0.221 0.105
H -2.3254 -3.4150 4.9899 -0.162 0.118 -0.252 0.093
H -2.5579 -0.9375 4.7887 0.219 0.040 0.199 0.063
H -5.6040 -0.8353 7.4982 -0.158 -0.278 0.290 0.102
H -5.5404 -3.3476 7.8107 0.066 -0.089 -0.010 0.099
C 1.1652 2.3134 -6.2142 -0.843 -0.389 -0.251 -0.077
C 0.0623 1.5450 -5.8637 -0.686 0.316 0.516 -0.071
C -0.1732 1.2474 -4.5280 0.541 -0.393 -0.254 -0.158
N 0.6868 1.5658 -3.5613 -0.077 0.057 0.171 0.066
C 1.7597 2.2702 -3.9070 -0.067 -0.239 -0.247 -0.153
C 2.0392 2.6754 -5.2120 0.225 0.250 0.456 -0.069
H 1.2120 2.6092 -7.2545 0.575 0.166 0.075 0.105
H -0.7333 1.2738 -6.5471 0.321 -0.014 -0.337 0.102
H -1.0538 0.6802 -4.2468 -0.020 0.099 0.169 0.080
H 2.4393 2.5070 -3.0961 0.054 0.143 -0.022 0.093
H 2.9055 3.3035 -5.3707 0.014 -0.062 -0.214 0.100
C -5.9125 1.9859 -3.1593 -0.654 -0.263 -0.716 -0.087
C -5.0146 2.3972 -4.1280 0.519 -0.552 0.107 -0.071
C -3.7078 1.9301 -4.0278 0.109 0.739 0.170 -0.161
N -3.2680 1.1072 -3.0775 0.068 0.500 0.514 0.061
C -4.1259 0.8162 -2.0979 -0.339 0.231 0.008 -0.140
C -5.4643 1.2054 -2.1123 0.488 -0.131 0.159 -0.068
H -6.9620 2.2033 -3.3285 0.004 0.166 0.460 0.105
H -5.2903 3.0021 -4.9795 -0.119 0.151 0.125 0.101
H -2.9474 2.4053 -4.6443 0.023 -0.582 -0.386 0.098
H -3.7470 0.3301 -1.2049 0.210 -0.438 -0.318 0.084
H -6.0819 0.8684 -1.2912 -0.232 0.171 -0.097 0.101
Cl 1.4266 1.3060 4.6065 0.443 0.400 0.449 0.509
C 3.1126 1.3685 5.2241 -0.457 -0.700 -0.308 -0.971
Cl 3.4693 -0.1489 6.0748 0.176 0.219 -0.141 0.512
H 3.7169 1.4546 4.3298 0.310 -0.027 0.190 0.011
H 3.2684 2.1785 5.9237 -0.263 0.147 -0.085 0.028
Cl 0.1481 -4.3595 2.7324 0.054 -0.181 0.158 0.527
C 0.9310 -3.1680 1.7016 -0.098 0.233 -0.239 -1.016
Cl 1.9009 -2.0247 2.6603 -0.051 -0.110 -0.076 0.528
H 1.5827 -3.6533 0.9838 0.054 -0.155 0.165 0.030
H 0.1473 -2.6464 1.1610 0.057 0.181 0.118 -0.008
Cl -1.9961 1.7905 4.7522 -0.104 0.285 -0.085 0.518
C -2.7361 2.1834 6.3130 -0.396 0.191 0.058 -1.013
Cl -1.9421 1.3094 7.6211 -0.116 0.131 0.047 0.517
H -2.6880 3.2504 6.5101 0.477 -0.028 -0.139 0.025
H -3.7898 1.9324 6.2472 0.137 -0.518 0.106 0.014
```
Positions in Å, forces in eV/Å.

The SMILES is c1ccncc1.c1ccncc1.c1ccncc1.c1ccncc1.c1ccncc1.c1ccncc1.c1ccncc1.c1ccncc1.c1ccncc1.ClCCl.ClCCl.ClCCl.

=====

# 2
ORCA calculation (the ωB97M-V functional and the def2-TZVPD basis) on 10 unconnected molecules or ions with the total composition C48H51N9O in a non-equilibrium geometry.

```
109
Properties=species:S:1:pos:R:3:forces:R:3:lowdin_charge:R:1
C 0.7620 -0.8073 -1.6944 1.394 -0.759 0.162 -0.085
C -0.1640 -0.0440 -1.0247 -1.004 0.175 -0.007 -0.089
C -0.0013 0.3130 0.3152 0.746 -0.576 -1.032 -0.162
N 1.0484 -0.1225 0.9838 1.040 -0.532 -0.069 0.046
C 1.9482 -0.9020 0.3292 0.310 -0.233 -0.278 -0.149
C 1.9141 -1.2887 -1.0205 -2.224 1.543 0.679 -0.049
H 0.6722 -1.0711 -2.7378 -0.418 0.107 -0.122 0.101
H -1.0970 0.2209 -1.4998 0.046 0.255 -0.286 0.096
H -0.6937 0.9828 0.8035 -0.134 -0.097 0.190 0.102
H 2.7896 -1.2533 0.9080 0.021 0.081 0.395 0.092
H 2.6300 -1.9012 -1.5484 0.204 0.027 0.361 0.098
C -8.3079 1.8764 -1.2319 0.828 1.468 -2.092 -0.104
C -8.2066 1.3869 0.0175 1.078 -0.914 0.416 -0.099
C -6.9124 1.0760 0.4699 0.671 -0.122 -0.796 -0.129
N -5.7715 1.1873 -0.2827 -1.845 1.154 0.580 0.051
C -5.9024 1.8381 -1.4712 -1.170 -1.207 0.214 -0.149
C -7.1510 2.1629 -2.0207 -0.614 0.031 1.639 -0.053
H -9.3037 2.1683 -1.5313 0.012 -0.032 -0.638 0.101
H -9.1523 1.1680 0.4911 0.362 0.003 0.836 0.103
H -6.8086 0.7214 1.4847 0.358 -0.299 0.019 0.094
H -4.9931 1.9709 -2.0385 0.125 0.132 0.011 0.094
H -7.2694 2.7392 -2.9264 0.212 -0.239 -0.203 0.092
C 6.5500 2.1822 6.8531 -0.305 -1.913 -0.803 -0.075
C 5.6899 1.3667 6.0836 -0.313 0.229 0.573 -0.068
C 5.1643 1.8728 4.9141 1.539 2.245 -0.238 -0.144
N 5.5949 3.0780 4.4976 0.499 1.279 -0.664 0.037
C 6.5157 3.8280 5.1636 -1.699 -1.730 -0.578 -0.143
C 7.0210 3.3774 6.3531 -0.502 0.409 1.278 -0.100
H 6.8939 1.7429 7.7779 0.087 0.353 0.250 0.099
H 5.3108 0.4137 6.4220 0.273 -0.124 0.345 0.095
H 4.4382 1.4625 4.2278 -0.107 -0.615 0.388 0.103
H 6.7785 4.8109 4.8014 -0.116 -0.033 -0.424 0.098
H 7.5372 4.0601 7.0119 0.595 -0.105 -0.123 0.099
C -7.2329 -3.0453 -3.3511 2.104 0.328 -0.629 -0.083
C -5.8633 -2.9680 -3.0145 -0.899 -0.748 -1.131 -0.077
C -4.9072 -3.0132 -4.0392 -0.180 0.660 -0.473 -0.165
N -5.1472 -3.0119 -5.3758 -2.892 0.159 0.856 0.043
C -6.4999 -3.0168 -5.7164 1.213 -0.017 2.726 -0.107
C -7.5483 -3.0703 -4.7183 1.138 -0.177 -0.704 -0.072
H -7.8699 -3.0243 -2.4792 -0.796 -0.183 -0.515 0.098
H -5.6226 -3.0255 -1.9633 0.476 0.295 -0.050 0.096
H -3.8624 -2.9045 -3.7884 0.205 -0.325 0.115 0.092
H -6.6887 -2.9164 -6.7750 -0.266 -0.265 -0.007 0.088
H -8.5719 -3.2136 -5.0316 -0.088 0.293 -0.163 0.085
C -1.8732 -6.5885 -1.9607 -1.811 -2.470 1.608 -0.079
C -1.0672 -5.6067 -1.4912 -0.292 -0.948 0.886 -0.074
C -0.9406 -5.5367 -0.0606 0.475 0.827 -1.309 -0.149
N -1.4631 -6.3595 0.8284 -0.058 0.164 -0.577 0.052
C -2.2816 -7.3208 0.3451 -0.506 0.799 -0.681 -0.168
C -2.5937 -7.4275 -0.9927 1.429 0.941 -1.151 -0.058
H -1.9482 -6.8472 -3.0066 -0.211 0.303 -0.149 0.097
H -0.5600 -5.0699 -2.2792 0.447 0.736 0.708 0.100
H -0.3639 -4.6894 0.2799 0.231 -0.079 0.584 0.095
H -2.8197 -7.9253 1.0602 0.241 -0.184 0.225 0.096
H -3.3117 -8.1683 -1.3123 0.054 -0.052 -0.155 0.088
C 1.0839 3.8227 6.8833 -0.429 0.414 1.309 -0.091
C 0.3059 2.6749 6.6889 1.320 -0.192 0.704 -0.077
C 0.3058 1.6875 7.6947 0.603 1.268 0.827 -0.128
N 0.9232 1.8355 8.9309 0.437 1.040 -2.595 0.050
C 1.6621 2.9717 9.0467 -0.168 0.184 -0.624 -0.156
C 1.7502 4.0335 8.1033 -1.431 -1.787 -0.610 -0.065
H 1.0809 4.6384 6.1755 0.017 -0.132 -0.340 0.097
H -0.1568 2.5474 5.7214 -0.237 -0.338 0.113 0.095
H -0.1829 0.7490 7.4787 -0.208 -0.099 0.406 0.091
H 2.3199 3.0486 9.8998 -0.364 -0.099 0.547 0.089
H 2.1828 5.0049 8.2922 0.497 -0.285 0.239 0.093
C 4.0953 -3.5603 7.9196 -0.176 -0.554 -1.887 -0.046
C 5.0767 -4.1428 7.0660 -0.762 0.538 1.282 -0.074
C 4.7601 -4.3609 5.7433 -0.619 1.015 -1.705 -0.164
N 3.6338 -3.9264 5.1457 -0.004 -0.216 1.267 0.055
C 2.7063 -3.4469 5.9793 -0.447 -0.563 -1.566 -0.181
C 2.8315 -3.3194 7.3280 1.246 0.089 1.604 -0.083
H 4.3093 -3.2855 8.9419 -0.032 -0.265 0.091 0.097
H 6.0559 -4.4030 7.4401 0.040 -0.008 0.046 0.094
H 5.3987 -4.7192 4.9494 0.833 -0.496 0.645 0.100
H 1.7719 -3.2071 5.4938 -0.210 0.206 0.034 0.103
H 1.9615 -3.0291 7.8984 0.140 0.286 0.181 0.099
C -1.1561 4.0014 -7.2953 -1.046 -0.395 1.384 -0.074
C -2.1104 3.2686 -6.5255 1.052 0.740 -1.272 -0.070
C -2.0176 1.9008 -6.5302 0.492 -0.274 -0.333 -0.174
N -1.0521 1.2130 -7.1689 0.285 0.935 -0.976 0.052
C -0.1597 1.9318 -7.9004 -0.563 0.034 1.332 -0.137
C -0.1251 3.3401 -7.9343 -0.794 -0.687 0.174 -0.078
H -1.2550 5.0768 -7.3100 0.228 0.126 -0.080 0.097
H -2.9224 3.7224 -5.9767 0.064 0.308 -0.112 0.095
H -2.8021 1.3555 -6.0265 0.200 -0.483 0.182 0.098
H 0.5932 1.3562 -8.4183 0.074 -0.110 -0.033 0.093
H 0.6505 3.9060 -8.4291 0.017 -0.203 -0.254 0.097
C 0.9567 7.3094 0.7325 0.181 -0.527 -0.231 -0.114
C 1.2123 5.9447 0.5927 -0.358 -1.012 -2.435 -0.060
C 0.8172 5.2739 -0.6357 -0.761 2.635 0.778 -0.107
N 0.1266 5.9264 -1.6380 1.035 0.416 1.803 0.027
C -0.0909 7.2536 -1.4629 1.157 -0.613 1.539 -0.134
C 0.3416 7.9940 -0.2916 -1.128 -1.207 -1.956 -0.071
H 1.2732 7.8458 1.6148 0.036 -0.049 0.134 0.100
H 1.7957 5.3933 1.3153 -0.147 -0.033 0.163 0.091
H 1.0070 4.2271 -0.8214 0.098 -0.061 0.160 0.088
H -0.5768 7.7099 -2.3127 -0.133 0.377 0.148 0.088
H 0.1284 9.0495 -0.2090 0.022 0.049 -0.104 0.091
C 3.9263 -4.0944 -7.9632 0.214 -0.305 -1.164 -0.035
C 3.8673 -3.4012 -6.6340 -1.652 -2.163 4.404 -0.425
C 4.8238 -2.2837 -6.3014 0.176 0.797 -0.583 -0.038
O 3.2304 -3.8672 -5.6329 1.475 1.342 -3.672 0.003
H 3.6399 -5.1341 -8.1220 -0.502 -0.114 1.325 0.082
H 4.9543 -4.1383 -8.3228 0.153 0.678 -0.077 0.079
H 3.3062 -3.6151 -8.7207 0.209 0.647 0.005 0.086
H 5.3352 -1.8455 -7.1585 0.347 -0.481 -0.090 0.074
H 5.5031 -2.7037 -5.5597 0.304 -0.018 -0.276 0.092
H 4.4164 -1.3984 -5.8131 -0.738 -0.373 0.153 0.082
```
Positions in Å, forces in eV/Å.

The SMILES is c1ccncc1.c1ccncc1.c1ccncc1.c1ccncc1.c1ccncc1.c1ccncc1.c1ccncc1.c1ccncc1.c1ccncc1.CC(C)=O. As for the energy relative to the best compared isomer or geometry (same formula, charge and spin): 99.9 kcal per mole.

=====

Summary of gap between HOMO and LUMO in eV
9.9; 9.8
(order as listed above)
Summary of molecular weight in u
966.72; 770.00
(order as listed above)